# 1
95
Properties=species:S:1:pos:R:3:mulliken_spin:R:1 method="wB97M-V/def2-TZVPD" charge=+3 homo_lumo_gap_ev="5.8 / 6.1" molar_mass_g_mol=825.11 homo_ev="-15.357 / -15.570" multiplicity=4 fmax_ha_per_bohr=0.0590 e_tot_ha=-2372.77015
Re 0.381 -0.389 -0.228 2.414
C -0.910 -2.461 2.012 0.120
N -1.622 -3.163 0.963 -0.005
C -1.460 -4.615 0.975 -0.001
C -2.208 -2.501 -0.052 -0.067
N -1.782 -1.265 -0.363 0.313
C -2.607 -0.240 -0.824 -0.020
C -3.991 -0.196 -0.613 -0.008
C -4.746 0.870 -1.055 0.007
C -4.135 1.941 -1.700 0.006
C -2.771 1.927 -1.904 0.004
C -1.995 0.845 -1.482 0.036
N -0.597 0.824 -1.637 0.167
C 0.016 1.397 -2.703 -0.071
N 1.179 2.041 -2.525 0.015
C 2.197 2.176 -3.560 0.002
C 1.553 2.642 -1.249 0.077
N -0.513 1.283 -3.925 0.006
C -0.405 2.333 -4.937 0.000
C -1.402 0.183 -4.277 0.003
N -3.165 -3.122 -0.758 0.004
C -3.456 -2.796 -2.145 -0.002
C -4.112 -4.058 -0.153 0.001
H -0.968 -3.043 2.931 0.001
H -1.361 -1.489 2.190 -0.044
H 0.160 -2.335 1.770 -0.014
H -0.413 -4.850 1.176 0.000
H -1.727 -5.041 0.013 0.000
H -2.058 -5.085 1.756 0.000
H -4.460 -0.991 -0.048 0.000
H -5.815 0.888 -0.886 0.000
H -4.716 2.798 -2.011 0.000
H -2.290 2.774 -2.381 -0.001
H 2.297 3.210 -3.891 0.001
H 1.984 1.543 -4.416 0.001
H 3.156 1.871 -3.137 0.001
H 0.687 2.752 -0.601 -0.001
H 1.965 3.634 -1.438 0.000
H 2.316 2.049 -0.734 -0.012
H -0.026 3.253 -4.501 0.000
H -1.402 2.528 -5.335 0.001
H 0.233 2.033 -5.769 0.000
H -1.228 -0.668 -3.621 -0.003
H -1.184 -0.119 -5.301 0.000
H -2.451 0.478 -4.217 0.000
H -2.629 -2.255 -2.596 -0.002
H -4.365 -2.197 -2.236 0.000
H -3.607 -3.728 -2.689 0.000
H -4.001 -4.078 0.926 0.000
H -3.995 -5.064 -0.556 0.000
H -5.123 -3.719 -0.389 0.000
C 6.235 0.228 1.815 0.000
C 5.300 -0.287 0.766 0.011
C 4.180 -1.041 1.129 0.028
C 3.287 -1.499 0.173 0.109
C 3.558 -1.261 -1.174 -0.033
C 4.670 -0.534 -1.561 0.016
C 5.521 -0.032 -0.588 0.005
S 2.416 -1.881 -2.408 0.009
C 2.735 -3.643 -2.258 0.001
O 1.054 -1.684 -1.693 0.050
H 6.180 -0.374 2.720 0.000
H 5.974 1.257 2.077 0.000
H 7.264 0.234 1.462 0.000
H 4.034 -1.309 2.167 0.002
H 2.480 -2.174 0.480 -0.058
H 4.884 -0.380 -2.612 0.001
H 6.389 0.544 -0.883 0.000
H 2.892 -3.940 -1.223 0.001
H 3.628 -3.856 -2.847 0.000
H 1.887 -4.172 -2.692 -0.001
N 0.200 0.672 1.218 -0.346
C -0.003 1.347 2.305 0.061
C -1.396 1.410 2.824 0.020
C -2.443 1.870 2.029 0.023
C -3.720 1.952 2.562 -0.002
C -3.964 1.532 3.863 0.013
C -2.924 1.048 4.647 -0.007
C -1.639 0.997 4.139 0.016
C 1.050 1.971 3.087 0.043
C 0.750 2.910 4.087 0.038
C 1.761 3.433 4.869 -0.015
C 3.077 3.033 4.673 0.046
C 3.389 2.123 3.665 -0.011
C 2.389 1.608 2.870 0.017
H -2.241 2.217 1.024 0.001
H -4.522 2.361 1.965 0.000
H -4.961 1.600 4.277 0.001
H -3.109 0.733 5.665 0.000
H -0.821 0.633 4.749 -0.001
H -0.270 3.239 4.227 0.000
H 1.521 4.154 5.638 0.000
H 3.863 3.441 5.294 0.001
H 4.416 1.814 3.521 0.003
H 2.602 0.898 2.084 0.028

***

# 2
106
Properties=species:S:1:pos:R:3:mulliken_spin:R:1 method="wB97M-V/def2-TZVPD" charge=+3 homo_lumo_gap_ev="6.7 / 3.3" molar_mass_g_mol=1128.81 homo_ev="-14.405 / -14.362" multiplicity=5 fmax_ha_per_bohr=0.0460 e_tot_ha=-3453.87302
Os -0.410 0.302 -0.914 1.201
N 1.892 2.055 0.121 0.040
P 1.849 0.386 -0.314 0.057
C 3.366 0.200 -1.268 -0.012
C 3.341 -0.335 -2.552 -0.005
C 4.525 -0.507 -3.258 -0.001
C 5.733 -0.145 -2.680 0.002
C 5.760 0.418 -1.406 0.000
C 4.582 0.594 -0.700 0.004
C 2.148 -0.497 1.231 0.338
C 1.140 -0.393 2.368 -0.217
C 0.925 -1.671 3.132 0.274
C 1.916 -2.583 3.185 -0.066
C 3.061 -2.455 2.355 0.358
C 3.105 -1.482 1.343 -0.129
C 0.926 2.916 -0.324 0.036
C 1.083 4.300 -0.259 -0.022
C 0.077 5.114 -0.726 0.027
C -1.077 4.545 -1.276 -0.011
C -1.181 3.186 -1.309 0.034
N -0.209 2.364 -0.814 0.016
H 2.789 2.482 0.298 -0.002
H 2.391 -0.581 -3.011 0.003
H 4.505 -0.906 -4.265 0.000
H 6.660 -0.292 -3.220 0.000
H 6.705 0.714 -0.966 0.000
H 4.616 1.008 0.304 0.003
H 1.631 0.233 3.125 0.284
H 0.036 -1.751 3.749 -0.008
H 1.824 -3.451 3.828 0.016
H 3.863 -3.178 2.432 -0.042
H 3.907 -1.536 0.618 0.015
H 2.001 4.714 0.142 0.001
H 0.188 6.191 -0.679 0.000
H -1.876 5.153 -1.677 0.000
H -2.044 2.703 -1.741 0.004
C -5.207 1.516 3.679 -0.003
C -4.462 1.279 2.411 0.150
C -5.046 1.582 1.162 0.025
C -4.404 1.312 -0.014 0.053
C -5.021 1.795 -1.322 0.003
O -5.382 2.947 -1.341 0.016
C -5.159 0.874 -2.478 -0.009
C -5.366 1.439 -3.737 -0.002
C -5.540 0.623 -4.843 0.001
C -5.521 -0.759 -4.691 -0.001
C -5.333 -1.325 -3.436 0.001
C -5.146 -0.511 -2.331 0.006
C -3.078 0.762 0.034 0.197
O -2.409 0.570 -1.036 0.258
C -2.451 0.499 1.298 -0.010
C -3.155 0.733 2.442 -0.063
C -1.104 -0.197 1.269 -0.083
N -0.095 0.343 2.016 0.016
C -0.270 1.726 2.552 0.011
C 0.955 2.502 3.035 -0.026
Te 1.587 2.109 5.079 1.008
C 3.451 1.233 4.565 -0.004
C 4.340 1.891 3.719 0.032
C 5.568 1.309 3.422 -0.022
C 5.912 0.082 3.974 0.041
C 5.032 -0.560 4.834 -0.011
C 3.800 0.011 5.132 0.030
C -1.252 -1.693 1.060 0.008
C -2.482 -2.282 1.394 -0.014
C -2.682 -3.644 1.262 0.008
C -1.672 -4.457 0.765 -0.004
C -0.453 -3.893 0.425 0.013
C -0.240 -2.534 0.578 0.083
H -6.072 2.155 3.522 0.001
H -4.564 1.963 4.440 0.009
H -5.567 0.564 4.084 0.021
H -6.029 2.038 1.119 0.006
H -5.405 2.518 -3.828 0.000
H -5.718 1.062 -5.816 0.000
H -5.678 -1.398 -5.553 0.000
H -5.354 -2.402 -3.313 0.000
H -5.029 -0.959 -1.349 0.003
H -2.731 0.471 3.406 -0.004
H -0.960 1.669 3.389 0.007
H -0.769 2.297 1.765 0.005
H 0.665 3.551 3.031 -0.015
H 1.820 2.387 2.393 0.004
H 4.104 2.880 3.337 -0.009
H 6.274 1.838 2.791 0.000
H 6.875 -0.363 3.753 -0.001
H 5.307 -1.505 5.289 0.003
H 3.122 -0.487 5.816 -0.015
H -3.289 -1.681 1.786 0.000
H -3.633 -4.072 1.552 0.001
H -1.834 -5.522 0.653 0.000
H 0.351 -4.521 0.057 0.002
H 0.727 -2.140 0.322 -0.040
C -0.785 -1.864 -5.689 0.000
N 0.223 -2.401 -4.766 0.014
C 1.266 -3.233 -5.140 0.003
C 1.945 -3.557 -4.022 0.007
N 1.298 -2.919 -2.983 0.012
C 0.250 -2.218 -3.439 -0.002
S -0.954 -1.360 -2.546 0.080
H -0.298 -1.570 -6.613 0.000
H -1.269 -1.005 -5.237 0.001
H -1.532 -2.624 -5.903 0.000
H 1.429 -3.518 -6.167 0.001
H 2.815 -4.178 -3.885 0.000
H 1.539 -2.995 -2.009 0.000

***

# 3
25
Properties=species:S:1:pos:R:3:nbo_charge:R:1 method="wB97M-V/def2-TZVPD" charge=+3 homo_lumo_gap_ev=5.8 molar_mass_g_mol=302.76 homo_ev=-18.242 multiplicity=1 fmax_ha_per_bohr=0.0569 e_tot_ha=-2513.35022
Ca 3.724 -0.423 2.298 1.984
Ca -1.177 3.254 -1.956 1.947
Cl 0.530 0.895 0.377 2.538
O 0.271 1.442 -0.976 -0.961
O -0.119 -0.377 0.632 -0.756
O 1.973 0.777 0.630 -0.998
O 0.103 1.901 1.276 -0.787
C 3.488 1.043 -2.544 -0.695
C 4.058 -0.066 -3.356 0.229
N 4.489 -0.898 -4.033 -0.234
H 4.065 1.953 -2.381 0.264
H 3.394 0.645 -1.534 0.206
H 2.471 1.279 -2.857 0.231
C -1.575 -1.888 3.616 -0.729
C -2.342 -0.612 3.632 0.265
N -2.968 0.352 3.647 -0.294
H -1.089 -1.981 4.588 0.259
H -0.800 -2.077 2.874 0.222
H -2.224 -2.747 3.445 0.278
C -2.650 -0.943 -1.320 -0.735
C -2.788 0.506 -1.101 0.503
N -2.818 1.655 -0.916 -0.617
H -2.684 -1.315 -0.296 0.295
H -1.761 -1.133 -1.921 0.282
H -3.570 -1.243 -1.824 0.304